# 1
{
  "formula": "C13H31BrO22P3S6",
  "method": "the ωB97M-V functional and the def2-TZVPD basis",
  "charge": 1,
  "gap_ev": 8.4,
  "e_lumo_ha": -0.13641,
  "elements": ["O", "C", "C", "C", "P", "P", "S", "P", "O", "Br", "H", "H", "H", "H", "H", "H", "H", "H", "H", "H", "H", "C", "C", "O", "S", "O", "O", "O", "H", "H", "H", "H", "C", "C", "O", "S", "O", "O", "O", "H", "H", "H", "H", "C", "C", "O", "S", "O", "O", "O", "H", "H", "H", "H", "C", "C", "O", "S", "O", "O", "O", "H", "H", "H", "H", "C", "C", "O", "S", "O", "O", "O", "H", "H", "H", "H"],
  "positions_angstrom": [[5.2130, 1.7316, -0.0196], [5.0024, 2.5866, -1.1332], [3.5262, 2.8791, -1.4158], [2.6695, 1.6357, -1.1675], [1.0134, 1.7952, -1.8565], [-0.0784, 3.2628, -0.5940], [0.5621, 5.0660, -0.8323], [0.2275, -0.3066, -1.8260], [-1.0135, -0.1490, -2.8386], [-0.7330, -0.1260, 0.1559], [5.2930, 0.8286, -0.3157], [5.4655, 2.1801, -2.0323], [5.5123, 3.5211, -0.9029], [3.1701, 3.7031, -0.8027], [3.4582, 3.1547, -2.4680], [3.0942, 0.7634, -1.6779], [2.5709, 1.3760, -0.1127], [1.0280, 2.3147, -3.1503], [0.1636, 2.6875, 0.6540], [-1.4251, 3.0450, -0.9015], [-1.0986, -0.9656, -3.3405], [3.7941, 5.9677, -5.3349], [4.9127, 6.4911, -4.4577], [5.4955, 5.2919, -3.9103], [5.4388, 4.1224, -4.9885], [6.6615, 4.0218, -5.6842], [4.8835, 2.9800, -4.3477], [4.3550, 4.7885, -5.9419], [2.9188, 5.6815, -4.7490], [3.5043, 6.6612, -6.1180], [4.5595, 7.1140, -3.6421], [5.6718, 7.0223, -5.0324], [-1.4139, -2.6757, 3.6556], [-0.8551, -1.3137, 4.0109], [-0.1235, -1.5414, 5.2219], [0.5351, -2.9956, 5.1928], [1.8727, -2.9123, 4.7329], [0.2143, -3.6593, 6.3970], [-0.3484, -3.5829, 3.9926], [-2.2899, -2.9125, 4.2597], [-1.6578, -2.7893, 2.6024], [-1.6359, -0.5803, 4.1924], [-0.1601, -0.9430, 3.2518], [-4.8228, -4.2679, 7.3038], [-6.2005, -3.7441, 6.9515], [-6.0157, -2.3182, 6.8896], [-4.5636, -1.9804, 6.3428], [-4.6099, -1.7235, 4.9463], [-3.9480, -1.0610, 7.2217], [-3.9356, -3.4320, 6.5395], [-4.5962, -4.1442, 8.3631], [-4.6727, -5.3019, 7.0094], [-6.9483, -3.9670, 7.7058], [-6.5352, -4.1002, 5.9763], [-0.1124, -6.9638, 2.5103], [0.5682, -5.7343, 1.9469], [-0.1909, -5.4446, 0.7544], [-1.7246, -5.8297, 0.9797], [-2.4487, -4.6655, 1.3495], [-2.1468, -6.6305, -0.1052], [-1.5116, -6.7183, 2.2793], [0.1762, -7.8715, 1.9792], [0.0514, -7.0874, 3.5764], [1.6032, -5.9101, 1.6705], [0.5012, -4.8862, 2.6278], [-2.3511, 1.7268, -6.3246], [-3.6262, 2.3162, -5.7574], [-3.1759, 2.9990, -4.5684], [-1.7370, 3.6124, -4.8146], [-1.8171, 4.9718, -5.1771], [-0.9064, 3.2242, -3.7211], [-1.3647, 2.7531, -6.0967], [-2.0491, 0.8259, -5.7885], [-2.4078, 1.5249, -7.3894], [-4.3560, 1.5647, -5.4746], [-4.0796, 3.0430, -6.4313]],
  "forces_ev_per_a": [[-0.31, 0.37, 0.23], [0.29, -0.04, -0.02], [0.15, -0.12, 0.18], [0.11, -0.09, -0.36], [-0.43, -0.13, 0.44], [0.22, 1.27, -0.32], [-0.03, -0.30, -0.01], [0.45, -0.17, 0.04], [-0.10, 0.25, -0.15], [-0.07, -0.02, 0.18], [0.15, -0.33, -0.12], [0.01, -0.08, -0.02], [-0.02, 0.04, -0.07], [-0.06, 0.03, 0.00], [-0.07, 0.20, 0.01], [0.06, 0.00, 0.04], [0.06, 0.04, 0.07], [0.14, -0.03, -0.07], [-0.13, -0.26, 0.09], [-0.04, -0.40, 0.06], [-0.25, -0.22, -0.22], [-0.13, 0.02, 0.12], [0.10, 0.13, -0.13], [-0.16, 0.00, 0.09], [-0.10, 0.17, 0.06], [0.22, -0.07, -0.18], [-0.12, -0.17, 0.07], [0.01, 0.07, -0.04], [0.01, 0.00, 0.00], [0.05, -0.07, -0.10], [0.04, -0.09, 0.10], [-0.01, 0.00, -0.02], [-0.38, 0.16, 0.07], [0.04, 0.06, -0.28], [-0.06, -0.19, 0.09], [-0.29, 0.28, -0.10], [0.27, -0.08, -0.11], [0.02, -0.12, 0.25], [0.03, 0.20, 0.10], [0.01, -0.03, -0.02], [0.10, -0.11, 0.04], [0.02, 0.00, 0.20], [-0.02, -0.03, -0.01], [-0.02, -0.01, 0.20], [-0.05, -0.15, -0.15], [0.03, 0.00, 0.10], [-0.04, -0.28, 0.10], [0.12, 0.10, -0.23], [0.06, 0.27, 0.09], [-0.06, -0.07, -0.11], [-0.01, 0.01, 0.00], [0.09, 0.03, -0.10], [-0.01, 0.13, 0.05], [0.01, 0.00, 0.00], [0.19, -0.15, -0.10], [0.13, 0.12, 0.22], [-0.07, -0.12, -0.09], [0.55, -0.09, 0.22], [-0.25, 0.18, 0.01], [-0.15, -0.04, -0.25], [-0.09, 0.12, 0.06], [-0.01, 0.00, 0.00], [-0.14, 0.04, 0.04], [-0.03, -0.04, -0.17], [0.04, -0.17, -0.15], [-0.04, -0.16, 0.05], [-0.10, 0.08, -0.20], [0.05, -0.16, 0.09], [-0.19, -0.08, -0.16], [0.08, 0.29, -0.06], [0.06, -0.15, 0.25], [-0.04, 0.00, -0.01], [0.00, 0.01, 0.00], [0.08, 0.10, -0.04], [0.01, 0.03, 0.15], [0.02, 0.00, -0.01]]
}


# 2
{
  "formula": "C13H31Cl2IO6PS3",
  "method": "the ωB97M-V functional and the def2-TZVPD basis",
  "charge": -1,
  "gap_ev": 5.8,
  "e_lumo_ha": 0.05849,
  "elements": ["C", "C", "Cl", "C", "Cl", "C", "C", "O", "P", "C", "C", "O", "I", "O", "H", "H", "H", "H", "H", "H", "H", "H", "H", "H", "H", "H", "H", "C", "S", "O", "C", "H", "H", "H", "H", "H", "H", "C", "S", "O", "C", "H", "H", "H", "H", "H", "H", "C", "S", "O", "C", "H", "H", "H", "H", "H", "H"],
  "positions_angstrom": [[0.9408, 1.3112, -0.3627], [-0.6650, 1.5550, -0.3468], [-0.9744, 2.8078, -1.6726], [-1.4466, 0.1887, -0.5824], [-0.7878, -0.5610, -2.1473], [-3.0446, 0.3053, -0.6182], [-3.7929, 0.6132, -2.0102], [-4.0683, 2.0394, -1.9821], [-4.4796, 2.5556, -0.3527], [-6.2296, 1.8021, -0.5469], [-6.8827, 2.0667, -1.9979], [-7.2886, 1.1212, -2.6818], [-7.1230, 4.1036, -2.8157], [-3.7130, 1.1240, 0.3514], [1.4337, 1.7393, 0.5787], [1.2174, 0.2109, -0.4036], [1.3825, 1.8475, -1.2686], [-0.8830, 1.9701, 0.6976], [-1.1658, -0.5095, 0.2815], [-3.3566, -0.7637, -0.3171], [-4.7278, -0.0563, -1.9439], [-3.3227, 0.2286, -2.9775], [-4.9204, 3.8794, -0.7721], [-4.9241, 2.8780, 0.9971], [-3.2019, 3.1839, -0.0691], [-6.9409, 2.3341, 0.1826], [-6.3014, 0.6965, -0.2882], [1.5910, 0.4814, 5.2946], [1.8212, 1.3633, 3.7360], [0.4713, 1.5540, 3.1255], [2.6198, -0.0031, 2.8712], [1.0670, 1.1391, 5.9889], [0.9970, -0.4185, 5.1279], [2.5650, 0.2176, 5.7101], [1.9618, -0.8707, 2.8603], [3.5566, -0.2495, 3.3684], [2.8251, 0.3099, 1.8467], [2.8769, -4.9241, 3.1972], [3.5922, -3.7915, 4.4068], [3.3600, -2.4012, 3.9087], [5.3126, -4.2107, 4.0558], [1.7932, -4.8057, 3.2124], [3.2537, -4.6898, 2.2002], [3.1328, -5.9505, 3.4648], [5.5340, -4.0223, 3.0040], [5.4868, -5.2611, 4.2947], [5.9537, -3.5870, 4.6791], [3.5683, -0.5924, -5.8426], [3.0815, 1.0526, -5.2779], [3.6282, 1.2317, -3.9002], [1.3236, 0.6767, -5.1204], [4.6507, -0.6062, -5.9735], [3.2826, -1.3397, -5.1004], [3.0853, -0.8067, -6.7975], [1.1806, -0.1522, -4.4254], [0.9180, 0.4197, -6.1006], [0.8129, 1.5612, -4.7385]],
  "forces_ev_per_a": [[0.15, 0.35, 0.07], [1.71, -0.73, 0.56], [-0.02, -0.84, 1.00], [-0.01, 1.79, 0.86], [-0.59, 0.06, 0.93], [-1.43, -1.95, -0.14], [-0.26, -0.13, 0.69], [0.18, -2.07, 0.00], [0.76, 2.10, 1.50], [-2.24, 0.50, -0.65], [-0.34, -4.59, 0.04], [1.13, 3.31, 1.60], [0.05, -0.40, 0.31], [1.15, -1.38, -1.57], [-0.92, -0.45, -1.31], [-0.46, 1.28, -0.04], [-0.52, -0.96, 1.26], [-0.35, -0.41, -1.79], [-0.22, 0.98, -1.36], [0.50, 1.15, -0.69], [0.79, 1.30, -0.01], [-0.07, 1.11, 1.37], [-0.42, -0.67, -0.41], [0.34, -0.05, -0.04], [-0.11, -0.07, -0.48], [1.20, -0.49, -0.97], [0.00, 1.26, -0.84], [-0.08, -0.07, 0.11], [-0.16, -0.08, -0.23], [0.33, -0.13, 0.22], [-0.06, 0.30, -0.19], [0.02, 0.05, -0.13], [0.04, 0.05, -0.09], [-0.01, 0.01, -0.08], [0.02, 0.13, 0.07], [-0.12, 0.05, 0.01], [-0.09, 0.14, 0.09], [-0.02, 0.00, -0.11], [-0.01, 0.05, -0.07], [0.24, -0.79, 0.23], [0.09, 0.02, -0.08], [0.09, 0.07, 0.07], [0.01, 0.07, 0.07], [0.00, 0.06, 0.05], [-0.09, 0.03, 0.03], [-0.06, 0.04, 0.03], [-0.13, 0.00, 0.00], [0.04, -0.14, 0.02], [-0.08, 0.02, 0.30], [-0.10, -0.17, -0.41], [-0.04, -0.03, 0.03], [-0.07, 0.10, 0.03], [-0.02, 0.09, 0.03], [0.00, 0.06, 0.03], [0.07, 0.08, 0.04], [0.07, 0.04, -0.01], [0.11, -0.04, 0.03]]
}


# 3
{
  "formula": "C13H31ClN2OSSi2",
  "method": "the ωB97M-V functional and the def2-TZVPD basis",
  "charge": 0,
  "gap_ev": 3.7,
  "e_lumo_ha": -0.06291,
  "elements": ["O", "C", "Cl", "C", "C", "C", "C", "N", "C", "S", "C", "H", "H", "H", "H", "H", "H", "H", "H", "H", "H", "H", "H", "H", "C", "Si", "C", "C", "N", "Si", "C", "C", "C", "H", "H", "H", "H", "H", "H", "H", "H", "H", "H", "H", "H", "H", "H", "H", "H", "H", "H"],
  "positions_angstrom": [[0.2708, -0.3669, -4.1654], [-0.1869, 0.6722, -3.8487], [0.6485, 1.7866, -2.7728], [-1.5940, 1.1434, -4.1493], [-2.3529, 1.1070, -2.8059], [-2.8368, -0.3227, -2.4304], [-4.3326, -0.4574, -2.1787], [-4.9160, 0.6485, -1.3067], [-4.0857, 1.9063, -1.2935], [-5.0885, 3.2539, -0.6195], [-3.4934, 2.1151, -2.6836], [-2.0302, 0.4948, -4.9093], [-1.5677, 2.1694, -4.5204], [-1.6348, 1.3998, -2.0390], [-2.2620, -0.6999, -1.5842], [-2.6240, -0.9933, -3.2657], [-4.5196, -1.3924, -1.6524], [-4.9199, -0.4988, -3.0930], [-5.0668, 0.3410, -0.3450], [-5.8326, 0.8950, -1.6838], [-3.2572, 1.7263, -0.6066], [-4.1117, 3.7764, 0.1303], [-4.2541, 1.9332, -3.4529], [-3.1398, 3.1410, -2.7580], [0.1724, 0.9666, 1.2525], [1.8745, 0.0934, 1.3499], [3.1622, 1.4902, 1.2862], [2.0312, -0.8600, -0.2923], [1.9257, -0.8567, 2.6999], [3.1497, -1.8445, 3.2502], [4.7738, -0.9416, 3.6504], [3.6126, -3.2608, 2.0672], [2.6087, -2.6768, 4.8635], [0.0889, 1.6051, 0.3597], [-0.6247, 0.2156, 1.2177], [0.0205, 1.5934, 2.1344], [2.9375, 2.2242, 0.5015], [4.1613, 1.0968, 1.0831], [3.1866, 2.0178, 2.2420], [1.3726, -1.7325, -0.2800], [3.0556, -1.2048, -0.4527], [1.7613, -0.2453, -1.1584], [5.2921, -0.6247, 2.7409], [5.4634, -1.5823, 4.2111], [4.5698, -0.0552, 4.2556], [2.7090, -3.7645, 1.7149], [4.2448, -4.0072, 2.5608], [4.1631, -2.8935, 1.1964], [1.7062, -3.2699, 4.6963], [2.3868, -1.9201, 5.6198], [3.3823, -3.3408, 5.2640]],
  "forces_ev_per_a": [[0.25, -0.19, -0.23], [-0.47, -0.10, -0.01], [0.52, 0.27, -0.05], [-0.11, 0.28, 0.40], [-0.13, -0.17, -0.02], [0.18, 0.23, -0.27], [0.09, -0.53, 0.30], [0.06, 0.13, -0.26], [0.50, 0.34, 0.01], [-0.21, -0.02, -0.11], [-0.20, -0.49, 0.03], [-0.02, -0.01, 0.06], [0.10, -0.03, -0.02], [-0.03, 0.03, -0.01], [-0.10, 0.00, 0.06], [0.03, -0.11, 0.12], [-0.09, 0.03, 0.00], [0.06, 0.29, -0.04], [0.04, -0.03, -0.02], [-0.06, -0.07, 0.14], [-0.11, -0.06, 0.09], [0.02, -0.06, 0.08], [-0.04, 0.29, 0.00], [0.01, -0.02, -0.10], [-0.05, 0.18, -0.34], [-0.06, -0.32, 0.43], [-0.19, 0.12, -0.31], [-0.11, 0.31, -0.17], [0.17, 0.06, -0.25], [-0.42, 0.15, 0.11], [0.08, -0.20, 0.03], [0.16, -0.04, 0.14], [0.22, -0.10, -0.02], [0.00, 0.01, 0.01], [0.00, -0.05, 0.07], [-0.03, -0.04, 0.03], [0.03, 0.00, 0.01], [0.00, -0.03, 0.08], [0.03, -0.03, 0.02], [0.04, -0.05, 0.04], [-0.02, -0.08, 0.05], [0.03, -0.03, -0.02], [-0.04, 0.06, 0.00], [0.01, 0.01, 0.00], [0.00, 0.02, -0.02], [0.00, 0.01, -0.02], [0.00, 0.00, -0.02], [-0.06, 0.01, -0.03], [-0.03, 0.03, 0.01], [-0.04, 0.00, -0.01], [-0.02, 0.00, 0.02]]
}